1.
{
  "formula": "C31H24BrN6O2Pd",
  "method": "wB97M-V/def2-TZVPD",
  "species": ["H", "C", "H", "C", "C", "C", "C", "H", "N", "H", "Pd", "H", "C", "C", "C", "H", "C", "H", "C", "C", "C", "C", "H", "C", "C", "C", "H", "H", "H", "H", "H", "C", "C", "H", "C", "C", "H", "C", "N", "C", "C", "H", "C", "C", "O", "H", "O", "Br", "N", "H", "H", "N", "N", "C", "C", "H", "H", "C", "C", "N", "H", "C", "C", "H", "H"],
  "xyz": [[2.199, -1.286, 5.316], [0.412, -7.063, -0.458], [0.305, 4.012, -5.358], [-0.176, 3.550, -4.502], [0.418, 3.673, -3.254], [0.961, -4.688, -0.652], [2.292, -4.978, -0.937], [-0.303, -7.855, -0.271], [0.358, 3.185, -0.833], [0.918, 5.722, -1.823], [0.199, 1.742, 0.650], [-3.572, -4.109, 0.326], [0.470, -1.094, 3.997], [1.872, 1.047, 2.836], [-1.903, 2.199, -3.574], [3.421, 0.601, 4.288], [2.173, 3.735, 0.620], [-2.798, 1.596, -3.690], [-4.172, -2.095, 0.619], [-3.261, -3.074, 0.334], [2.438, 0.305, 3.942], [-2.510, -0.395, 0.408], [-3.764, 2.003, 0.113], [1.761, -0.726, 4.496], [-1.319, 2.314, -2.326], [-0.159, 3.094, -2.099], [3.815, 4.226, 1.891], [-2.021, -5.525, 0.066], [0.252, -1.711, -0.369], [-1.734, 1.779, -1.486], [-2.434, 2.803, 0.978], [2.663, -6.309, -0.980], [3.429, 5.791, 0.440], [-4.555, -0.016, 0.935], [0.048, -5.722, -0.417], [-1.354, 2.835, -4.685], [2.743, 7.176, -1.052], [-3.814, -0.752, 0.670], [0.610, 0.643, 2.345], [3.210, 4.561, 1.058], [-0.926, -3.736, -0.234], [-1.007, -0.625, 2.542], [-1.566, -1.370, 0.021], [-0.026, -0.381, 2.944], [-0.364, -0.945, -0.312], [2.066, -8.368, -0.784], [-2.056, 0.884, 0.516], [-5.982, -2.571, 0.963], [-1.148, -5.082, -0.153], [1.362, 4.188, -3.172], [3.693, -6.567, -1.194], [2.500, 2.030, 2.293], [0.317, -3.468, -0.533], [-1.942, -2.718, 0.029], [1.367, 4.108, -0.487], [4.236, 6.431, 0.782], [-1.820, 2.762, -5.662], [2.603, 6.204, -0.592], [-3.003, 1.887, 0.887], [1.830, 2.551, 1.207], [-3.469, 1.643, 1.842], [1.737, -7.338, -0.745], [1.578, 5.365, -1.044], [3.002, -4.178, -1.108], [-0.103, -1.904, 4.428]],
  "lumo_energy_ev": 1.893,
  "total_charge": -1,
  "relative_energy_kj_mol": 50.14,
  "orbital_gap_ha": 0.161
}



2.
{
  "formula": "C31H24Cl6N3OPbSb",
  "method": "wB97M-V/def2-TZVPD",
  "species": ["O", "C", "C", "H", "C", "C", "C", "H", "N", "C", "H", "Cl", "C", "H", "N", "C", "C", "H", "H", "C", "C", "H", "C", "H", "H", "C", "C", "C", "H", "C", "C", "H", "Cl", "C", "H", "Pb", "Cl", "C", "N", "C", "Cl", "H", "C", "H", "Cl", "H", "H", "C", "H", "H", "C", "H", "Cl", "C", "H", "Sb", "C", "C", "H", "H", "H", "H", "C", "C", "C", "C", "C"],
  "xyz": [[-0.231, 0.726, 0.794], [2.471, -1.937, -2.436], [-2.965, -2.327, -2.900], [-1.564, 2.603, -1.590], [1.067, -2.886, 1.996], [-2.746, 0.913, 3.438], [3.491, -1.857, -3.367], [3.723, -2.709, -3.992], [2.159, -0.888, -1.643], [-2.115, 0.580, 2.246], [0.145, 4.281, -1.195], [-4.308, 0.304, 3.781], [-0.322, 4.562, -0.260], [-1.330, -4.589, -0.994], [-0.635, -2.332, -3.402], [-0.223, 1.916, 2.836], [-0.418, 5.825, 1.759], [2.747, -5.784, 2.445], [1.550, 1.349, -0.403], [1.572, -3.848, -0.068], [0.434, -1.762, 2.754], [0.897, -0.812, 2.484], [-1.866, -1.872, -3.638], [3.237, 1.321, 0.063], [-3.949, -1.922, -3.098], [1.688, -3.935, 2.664], [-2.109, 1.764, 4.342], [-0.843, 2.263, 4.034], [0.025, 6.572, 2.406], [2.263, -4.958, 1.942], [3.904, 0.376, -2.659], [4.456, 1.305, -2.709], [-0.047, 3.313, 5.132], [-1.528, 3.874, 0.123], [2.738, 2.334, -1.283], [-0.129, -1.026, -0.607], [-3.704, 3.643, 1.766], [-2.187, 4.282, 1.347], [1.014, -2.851, 0.653], [-1.997, 2.850, -0.630], [1.369, 2.471, 2.477], [-2.841, 2.264, -0.289], [0.224, 5.509, 0.544], [2.644, -5.702, -0.038], [-2.883, 2.202, 5.806], [5.006, -0.589, -4.221], [-1.061, -0.433, -4.992], [2.565, 1.374, -0.798], [-2.721, -0.071, -4.445], [1.137, 6.018, 0.272], [-0.842, 1.062, 1.906], [-2.095, 5.535, 3.075], [-2.900, -0.464, 1.103], [-1.613, 5.238, 2.154], [-2.435, -1.339, -5.623], [1.586, -3.899, -2.234], [2.869, 0.248, -1.737], [-0.463, -3.276, -2.468], [0.551, -1.902, 3.826], [-3.630, -3.695, -1.387], [1.709, -3.934, 3.745], [-0.635, -1.704, 2.536], [-2.026, -0.861, -4.731], [4.212, -0.676, -3.491], [-1.506, -3.812, -1.728], [2.203, -4.911, 0.555], [-2.787, -3.312, -1.947]],
  "lumo_energy_ev": -7.991,
  "total_charge": 2,
  "relative_energy_kj_mol": 16.00,
  "orbital_gap_ha": 0.190
}



3.
{
  "formula": "C31H24ClN5O7PtS",
  "method": "wB97M-V/def2-TZVPD",
  "species": ["C", "C", "N", "C", "C", "C", "C", "H", "N", "O", "C", "H", "O", "H", "Pt", "C", "N", "H", "H", "O", "H", "H", "C", "C", "C", "H", "H", "C", "C", "N", "C", "O", "C", "C", "C", "H", "C", "C", "C", "C", "C", "C", "C", "N", "H", "H", "H", "H", "H", "C", "H", "H", "H", "C", "C", "O", "S", "C", "H", "O", "H", "C", "O", "H", "H", "H", "H", "C", "C", "Cl"],
  "xyz": [[-3.400, -0.264, 1.618], [-5.891, -3.021, -2.099], [-2.506, -3.559, 0.173], [1.492, 4.169, 3.598], [3.003, 0.157, 2.550], [3.691, 1.906, 3.714], [0.985, 5.455, 3.356], [-1.495, 2.230, 0.507], [-0.824, 0.404, 1.015], [5.727, 1.349, -5.579], [2.235, 3.583, 2.587], [0.257, 0.709, -4.508], [4.760, -0.062, -6.976], [1.258, 3.611, 4.533], [1.322, 0.848, 0.277], [3.808, 0.510, 3.651], [-2.678, -2.546, 2.234], [0.908, 7.183, 2.158], [-6.944, -2.777, -3.952], [4.985, 0.123, 5.667], [0.472, 5.954, 4.189], [-4.465, -3.210, -3.788], [2.988, -0.021, -2.570], [2.590, -1.259, 2.024], [-2.416, -3.720, 1.610], [-7.870, -3.644, -2.564], [3.259, -0.327, -1.555], [4.893, 0.524, -5.791], [2.318, 0.568, -5.236], [2.791, 2.287, 2.801], [-3.501, -3.459, -1.943], [1.768, -1.190, 1.057], [-4.905, -3.260, 0.084], [3.724, 0.361, -4.816], [-3.639, -3.398, -0.541], [-4.452, -0.391, 1.878], [-5.965, -3.064, -0.707], [-7.141, -2.854, -2.896], [-4.610, -3.290, -2.731], [4.732, -0.281, 4.553], [4.030, 0.034, -3.521], [-3.120, 1.010, 1.210], [1.271, 6.172, 2.254], [2.442, 1.250, 2.034], [-6.932, -3.019, -0.221], [-7.529, -1.902, -2.498], [-0.283, -1.629, 1.433], [4.708, -1.674, 3.337], [2.072, 0.891, -6.189], [1.682, 0.276, -2.951], [-4.883, -3.291, 1.144], [-3.845, 1.808, 1.090], [3.164, 3.811, 0.661], [-1.133, -0.871, 1.404], [2.083, 5.573, 1.254], [5.277, -1.320, 3.996], [0.464, 0.525, -1.826], [-2.410, -1.256, 1.699], [5.024, -0.180, -3.229], [-2.280, -4.796, 2.090], [3.957, -0.608, -6.939], [1.330, 0.507, -4.320], [3.026, -2.214, 2.590], [-2.608, -2.631, 3.230], [2.310, 6.188, 0.318], [-1.726, -4.045, -0.292], [-2.576, -3.543, -2.469], [2.599, 4.317, 1.459], [-1.797, 1.292, 0.905], [4.416, 2.988, 4.764]],
  "s_squared": 6.06,
  "lumo_energy_ev": [-5.531, -8.717],
  "spin_multiplicity": 5,
  "total_charge": 2,
  "orbital_gap_ha": [0.310, 0.196]
}